[1]
Molecular formula: C23H69O30P7
Method: DFT, ωB97M-V/def2-TZVPD

Structure (ORCA input):
```
! wB97M-V def2-TZVPD RIJCOSX def2/J DEFGRID3
* xyz 0 1
C 3.31416 -3.92573 8.59494
O 2.45981 -4.83920 7.88459
P 1.05233 -4.40713 7.26213
O 0.38645 -5.42306 6.42564
O 0.19673 -4.06592 8.58951
C -1.21722 -4.02442 8.46150
O 1.33503 -3.02524 6.58098
C 0.52823 -2.55291 5.50188
H 2.78489 -2.97016 8.63678
H 4.25879 -3.65031 8.11920
H 3.50602 -4.42065 9.54292
H -1.70183 -4.16440 9.42675
H -1.60620 -4.82574 7.83381
H -1.57210 -3.06811 8.07426
H -0.36118 -3.15392 5.31176
H 1.00896 -2.48612 4.52447
H 0.23112 -1.54585 5.79305
C -1.57212 5.15245 -3.56207
O -2.47312 4.38158 -4.35818
P -1.91699 3.04990 -5.05490
O -0.82624 2.33626 -4.35763
O -1.50481 3.58353 -6.48530
C -0.54630 2.99549 -7.38533
O -3.29551 2.25129 -5.20784
C -3.24003 0.82846 -5.22442
H -1.68264 6.22643 -3.68706
H -0.54056 4.89253 -3.80797
H -1.72621 4.88524 -2.51588
H 0.43489 3.21745 -6.98390
H -0.84408 3.23776 -8.40146
H -0.71637 1.91227 -7.39634
H -3.10821 0.46433 -4.20840
H -2.44786 0.46990 -5.88156
H -4.16850 0.43527 -5.63276
C 4.85850 -1.55423 5.16133
O 5.19294 -0.81414 4.02125
P 4.11502 -0.17886 3.04132
O 2.95126 -1.02269 2.69928
O 5.09865 0.23582 1.83105
C 4.52361 0.24424 0.51474
O 3.72561 1.18186 3.82911
C 2.65730 1.16176 4.76307
H 4.82532 -2.64368 5.19924
H 3.85462 -1.32543 5.54709
H 5.41842 -1.18631 6.02660
H 3.55174 0.72995 0.59634
H 4.44678 -0.69718 -0.02658
H 5.19001 0.89729 -0.04988
H 2.73324 0.38999 5.53555
H 1.71323 0.92450 4.26992
H 2.66098 2.07540 5.35246
C -3.96863 2.42452 -1.26348
O -4.61658 2.23246 0.00155
P -3.77340 1.76592 1.27613
O -4.54401 1.60251 2.52555
O -3.02251 0.42032 0.84246
C -3.80885 -0.64739 0.31378
O -2.53301 2.78851 1.30920
C -2.63253 3.94425 2.14874
H -4.65289 2.04603 -2.02547
H -2.99427 1.94294 -1.31576
H -3.96662 3.50373 -1.42927
H -3.46508 -0.96903 -0.67096
H -4.85393 -0.35781 0.22046
H -3.71213 -1.53813 0.93173
H -2.68338 4.82194 1.50763
H -1.80672 4.01963 2.85369
H -3.52701 3.90307 2.77255
C -2.77755 -3.97305 -5.09878
O -4.15234 -3.82061 -5.44724
P -4.75204 -4.64485 -6.69269
O -4.15300 -4.46196 -8.02797
O -4.73712 -6.18312 -6.19358
C -5.47396 -7.18508 -6.90644
O -6.28018 -4.16950 -6.61764
C -7.00321 -4.18848 -5.37851
H -2.28535 -3.16952 -5.65461
H -2.24847 -4.89284 -5.34900
H -2.57446 -3.79565 -4.04347
H -6.32463 -6.76315 -7.43175
H -5.69910 -7.98627 -6.20305
H -4.76036 -7.68266 -7.56851
H -6.32281 -4.32316 -4.53897
H -7.71069 -5.01608 -5.34024
H -7.52719 -3.24035 -5.30231
C 3.15112 2.75553 2.30562
O 3.11263 3.75801 3.29962
P 3.00159 5.31737 3.01549
O 2.39809 6.08221 4.11888
O 4.44253 5.82806 2.55791
C 5.22426 6.52094 3.50840
O 2.22135 5.46627 1.59350
C 0.80403 5.32970 1.68265
H 2.65931 3.12824 1.39855
H 2.60660 1.86216 2.60451
H 4.13459 2.47065 1.92561
H 6.22662 6.75519 3.15393
H 5.32071 6.03612 4.48107
H 4.83028 7.50922 3.76450
H 0.52076 4.38263 1.21428
H 0.35947 6.11311 1.06781
H 0.34557 5.38715 2.66889
C 0.91513 1.41661 0.78233
O 0.39512 0.82073 -0.37525
P 0.85252 -0.57949 -1.00087
O 1.90574 -0.55237 -2.03414
O 1.23106 -1.42311 0.30535
C 0.19550 -1.65849 1.27110
O -0.53623 -1.19511 -1.46539
C -1.17333 -0.85203 -2.68382
H 1.66278 2.19835 0.60011
H 1.44929 0.69845 1.40944
H 0.17353 1.92772 1.39782
H -0.80832 -1.38759 0.95057
H 0.44460 -1.03355 2.12974
H 0.24381 -2.69663 1.59022
H -0.78382 0.00412 -3.23986
H -2.18997 -0.52974 -2.44408
H -1.23609 -1.72432 -3.33151
C 3.93926 -1.78680 -4.60255
C 4.59336 -0.53707 -4.05116
O 3.59887 0.48853 -4.00725
O 3.18595 -2.43235 -3.57518
H 4.63162 -2.48849 -5.07993
H 3.23679 -1.58258 -5.41981
H 5.37541 -0.10190 -4.68651
H 5.17284 -0.72483 -3.13849
H 2.92134 0.14549 -3.39558
H 2.64122 -1.71288 -3.19534
*
```

Output
- E (Ha) = -5564.93129
- SMILES = COP(=O)(OC)OC.COP(=O)(OC)OC.COP(=O)(OC)OC.COP(=O)(OC)OC.COP(=O)(OC)OC.COP(=O)(OC)OC.COP(=O)(OC)OC.OCCO
- HOMO-LUMO gap (eV) = 9.6
- lowest unoccupied orbital energy (eV) = 0.17
- E_HOMO (eV) = -9.43

***

[2]
Molecular formula: C23H70N14O11
Method: DFT, ωB97M-V/def2-TZVPD

Structure (ORCA input):
```
! wB97M-V def2-TZVPD RIJCOSX def2/J DEFGRID3
* xyz 0 1
C 1.37475 2.24860 -2.06815
O 1.20737 1.41257 -1.13563
N 1.26129 3.60488 -1.96209
N 1.78357 1.70779 -3.25705
H 0.99025 4.07867 -1.11352
H 1.34480 4.12690 -2.77902
H 1.76204 2.15298 -4.14681
H 2.12671 0.72332 -3.23588
C -3.50103 3.69646 0.14720
O -3.40279 4.11800 1.30117
N -4.68284 3.54855 -0.50516
N -2.46486 3.26103 -0.67879
H -4.75536 3.13613 -1.44308
H -5.54622 3.79330 -0.02286
H -2.66480 3.12898 -1.60471
H -1.53012 3.49256 -0.41969
C -4.54892 0.72047 -2.46293
O -4.35234 1.95077 -2.75336
N -4.79561 0.29798 -1.22423
N -4.62419 -0.25936 -3.43963
H -4.37266 0.80794 -0.47617
H -4.93906 -0.72468 -1.00238
H -4.32228 -0.04203 -4.37387
H -4.21295 -1.10687 -3.17484
C -3.02988 0.59465 3.12475
O -2.74300 -0.56921 3.27226
N -4.24137 1.09009 3.61500
N -2.19451 1.52022 2.61430
H -4.60631 1.96517 3.28756
H -4.86969 0.39796 3.87701
H -2.67518 2.31162 2.17616
H -1.35977 0.94207 2.05219
C 0.46027 4.46935 1.39340
O 0.92079 5.02765 0.35565
N 0.72695 3.15749 1.67796
N -0.32789 5.16775 2.26168
H 0.30506 2.80325 2.55823
H 1.19228 2.53683 0.98773
H -0.51140 6.09695 1.94799
H -0.63698 4.83769 3.11303
C 4.95009 1.93473 3.12931
C 4.03855 2.92687 2.45974
C 3.74174 4.02475 3.40862
O 2.71165 3.59296 4.32942
C 2.94512 3.98863 5.69641
N 4.70810 3.42369 1.26884
H 4.94022 1.00854 2.50904
H 4.54704 1.75523 4.06718
H 5.95689 2.27943 3.23317
H 3.05705 2.45225 2.26891
H 3.27625 4.96064 2.94680
H 4.57041 4.42326 4.00174
H 3.31628 4.97275 5.86076
H 3.73059 3.27008 6.06256
H 2.12937 3.87495 6.36011
H 5.12621 2.69639 0.78413
H 4.08361 3.97083 0.70014
C 2.05564 -0.35699 3.60865
C 1.71271 -0.81824 2.20773
C 1.83312 -2.27388 1.98127
O 1.28462 -2.64638 0.73007
C 1.52168 -3.98333 0.44552
N 0.38153 -0.37580 1.80322
H 1.24342 -0.57364 4.32078
H 2.21175 0.71945 3.61688
H 2.93628 -0.79864 4.03717
H 2.40829 -0.36830 1.51927
H 1.37253 -2.90819 2.83876
H 2.91618 -2.62868 1.86806
H 1.36963 -4.14119 -0.63016
H 0.89036 -4.56278 1.06726
H 2.65985 -4.30206 0.54044
H 0.27725 -0.35099 0.77758
H -0.35669 -0.80399 2.33388
C -6.50369 -3.40474 -2.33426
C -5.16613 -3.99466 -2.66099
C -4.18927 -3.88476 -1.49645
O -3.92452 -2.56286 -1.23502
C -3.10894 -2.36809 -0.05846
N -5.43947 -5.33527 -3.05274
H -7.20125 -3.78862 -3.11547
H -6.44140 -2.30739 -2.31659
H -6.84413 -3.59305 -1.29452
H -4.65859 -3.40710 -3.42778
H -3.27100 -4.46978 -1.82241
H -4.56257 -4.31620 -0.57937
H -3.71438 -2.56752 0.80441
H -2.77197 -1.31715 -0.09058
H -2.17587 -2.99979 -0.07341
H -5.80447 -5.84572 -2.26094
H -4.69809 -5.83556 -3.50072
C 4.58281 -1.98101 -0.20531
C 4.73215 -1.43086 -1.68999
C 3.77056 -2.13300 -2.70772
O 3.89355 -3.53689 -2.57515
C 2.84532 -4.22430 -3.21005
N 4.49299 0.00863 -1.66348
H 5.23373 -1.30806 0.33557
H 4.81018 -3.03466 0.07857
H 3.53059 -1.76584 0.04972
H 5.73763 -1.66477 -2.08949
H 4.03439 -1.91707 -3.72712
H 2.71985 -1.87490 -2.43738
H 2.94753 -5.30615 -3.00843
H 2.79786 -4.02161 -4.25771
H 1.83565 -3.94506 -2.81461
H 3.91100 0.35843 -0.89995
H 5.37316 0.53284 -1.69240
C -0.76897 -2.51042 -3.19813
C -0.28680 -1.11824 -3.04100
O -0.83456 -0.56273 -1.86711
O -0.34899 -3.43715 -2.14083
H -0.36764 -2.86154 -4.15137
H -1.83944 -2.46655 -3.26746
H -0.79500 -0.61525 -3.91340
H 0.79734 -1.05925 -3.02965
H -0.34141 0.26231 -1.61694
H -0.07919 -2.99547 -1.38054
*
```

Output
- E (Ha) = -2512.63603
- SMILES = COC[C@H](C)N.COC[C@H](C)N.COC[C@H](C)N.COC[C@H](C)N.NC(N)=O.NC(N)=O.NC(N)=O.NC(N)=O.NC(N)=O.OCCO
- HOMO-LUMO gap (eV) = 9.5
- lowest unoccupied orbital energy (eV) = 0.50
- E_HOMO (eV) = -9.01